C24H37ClInN2O3 | ωB97M-V/def2-TZVPD

Results
* E_HOMO (alpha / beta): -1.1 / -1.3 eV
* energy relative to the best compared isomer or geometry (same formula, charge and spin): 32.0 kcal/mol
* total charge: -1
* F_max: 0.1031 hartree/bohr

Last column: Löwdin charge in e.
Element x y z (Å)
In (0.14676, -0.50721, -0.00629)  0.58
Cl (1.50045, 1.59705, 0.98453)  0.17
N (-0.74079, -0.59981, 1.89506)  0.02
N (0.80828, -0.12148, -1.96630)  0.04
C (-0.05329, -0.83073, 3.01317)  -0.35
C (2.01273, -0.44459, -2.43017)  -0.34
C (-2.12722, -0.17815, 2.25967)  -0.53
C (-1.95810, 0.09588, 3.75636)  -0.04
C (-3.04980, -1.34696, 1.96496)  -0.04
C (-2.57352, 1.02334, 1.48693)  -0.07
H (-2.52634, -2.28937, 2.16990)  0.08
H (-3.36336, -1.32709, 0.91288)  0.08
H (-3.92916, -1.26345, 2.61277)  0.08
H (-2.01118, 1.89357, 1.84183)  0.05
H (-3.65283, 1.22527, 1.60018)  0.10
H (-2.35790, 0.93058, 0.40924)  0.06
C (0.10228, 0.66403, -3.03358)  -0.53
C (0.92732, 0.30798, -4.25605)  -0.06
C (0.24299, 2.14409, -2.79099)  -0.07
C (-1.36537, 0.25864, -3.07354)  -0.05
H (-1.42560, -0.82785, -3.18658)  0.07
H (-1.83029, 0.73461, -3.94600)  0.09
H (-1.92021, 0.56939, -2.16827)  0.07
H (1.30849, 2.43169, -2.62686)  0.11
H (-0.28054, 2.30285, -1.86052)  0.01
H (-0.25440, 2.76442, -3.57793)  0.11
O (2.19546, -0.20681, -3.71128)  0.02
H (1.15919, 1.16584, -4.89744)  0.13
H (0.43079, -0.50376, -4.81483)  0.13
O (-0.71065, -0.59436, 4.12709)  0.03
H (-2.77635, -0.28978, 4.37456)  0.13
H (-1.78098, 1.17199, 3.96684)  0.14
C (1.34444, -1.33777, 3.06168)  -0.05
C (3.09227, -1.10086, -1.63889)  -0.04
C (2.55534, -1.97270, -0.52264)  -0.25
H (3.70217, -0.28596, -1.20114)  0.14
H (3.70338, -1.68838, -2.34471)  0.12
C (2.31906, -1.37634, 0.73937)  -0.16
C (1.70741, -2.08944, 1.79951)  -0.24
H (2.67302, -0.34533, 0.92530)  0.02
C (1.38729, -3.43759, 1.60225)  -0.25
C (1.67207, -4.02410, 0.37087)  -0.01
C (0.67816, -4.21327, 2.67436)  -0.04
C (2.22152, -3.32162, -0.69650)  -0.25
H (1.42197, -5.09425, 0.22463)  0.11
C (2.38030, -3.96891, -2.04312)  -0.05
H (2.17204, -5.04415, -1.95421)  0.07
H (3.39014, -3.84881, -2.44942)  0.08
H (1.66795, -3.55461, -2.77146)  0.09
H (1.17001, -4.12426, 3.64905)  0.08
H (0.65091, -5.27663, 2.39572)  0.08
H (-0.36565, -3.88126, 2.78729)  0.08
H (1.43496, -1.97980, 3.95385)  0.13
H (1.99887, -0.45252, 3.16389)  0.13
C (-2.16553, 3.40822, -0.86419)  -0.04
C (-0.80704, 3.29437, -0.08003)  -0.79
C (0.33452, 4.19998, -0.62109)  -0.08
C (-1.02895, 3.89679, 1.29744)  -0.10
O (-0.62973, 1.94504, -0.16084)  -0.55
H (-2.41499, 4.45655, -0.93659)  0.06
H (-2.93731, 2.82987, -0.29047)  0.07
H (-2.13652, 2.92107, -1.85023)  0.06
H (-0.07110, 5.22241, -0.57429)  0.07
H (1.18099, 4.08689, 0.07331)  0.04
H (0.71384, 4.01278, -1.61597)  0.04
H (-2.05488, 3.68207, 1.72124)  0.07
H (-0.21465, 3.50466, 1.98490)  0.07
H (-0.89317, 5.00803, 1.16181)  0.07

Cartesian forces, eV/Å:
In -1.719 0.277 -0.845
Cl 2.274 -0.465 1.224
N 0.559 0.229 5.270
N 3.820 1.278 -3.253
C -2.151 0.655 -3.456
C -3.707 0.558 1.533
C 0.570 -0.630 0.085
C 0.430 0.313 0.279
C -0.139 -0.447 0.167
C -0.249 0.793 -0.038
H -0.312 0.077 -0.070
H 0.170 -0.132 0.287
H -0.103 -0.121 -0.158
H -0.301 -0.446 -0.353
H 0.180 -0.244 0.248
H -0.022 -0.027 0.608
C 0.407 -0.108 0.251
C 0.020 -0.958 -0.303
C 0.198 0.447 -0.105
C -0.073 -0.121 -0.404
H -0.195 0.096 0.076
H -0.077 -0.024 0.064
H 0.541 -0.130 -0.373
H -0.694 -0.214 -0.397
H 0.232 0.008 0.163
H 0.567 -0.567 0.232
O 0.271 0.164 -1.660
H -0.027 -0.335 0.142
H 0.476 0.144 -0.071
O -0.688 0.113 1.289
H 0.313 0.008 -0.038
H -0.166 -0.596 -0.143
C 0.282 -0.084 0.171
C 0.420 -0.001 -0.020
C 0.602 -0.712 0.652
H -0.113 -0.382 -0.230
H -0.084 0.338 0.318
C 0.277 -0.367 -0.011
C 0.845 -0.599 -0.172
H -0.268 -0.605 -0.116
C 0.120 0.882 0.413
C -0.600 -0.695 -0.171
C -0.154 -0.446 -0.107
C 0.443 1.029 -0.365
H 0.171 0.722 0.106
C -0.165 -0.438 -0.003
H 0.080 0.243 -0.137
H -0.115 -0.008 0.048
H 0.109 -0.016 0.156
H -0.072 -0.020 -0.122
H -0.024 0.252 0.179
H 0.233 0.009 -0.032
H 0.064 0.344 -0.241
H -0.231 -0.300 0.060
C -0.026 0.315 0.500
C -1.609 -1.156 -1.396
C -0.010 0.395 0.219
C 0.058 0.527 1.480
O -0.486 -0.911 -0.279
H -0.799 0.598 -0.346
H 0.638 0.825 -0.339
H 0.232 0.472 0.247
H 0.463 -0.035 -0.191
H -0.245 0.220 -0.192
H -0.179 0.039 -0.040
H 1.139 0.444 -0.357
H -1.002 0.500 -0.632
H -0.396 -0.975 0.699